No. 1
A molecular structure, C12H17BN6O2Re. Source: the Open Molecules 2025 dataset; level of theory: the ωB97M-V functional and the def2-TZVPD basis.

Each line ends with the Löwdin charge.
Element x y z (Å)
C  -2.171  0.844  1.656  0.02
N  -0.958  0.831  0.981  -0.15
N  -0.766  2.083  0.413  0.03
C  -1.670  2.919  0.958  0.06
C  -2.574  2.188  1.730  0.09
B  0.334  2.485  -0.648  -0.39
N  1.605  1.982  0.063  0.04
N  1.676  0.729  0.699  -0.12
C  2.972  0.584  1.157  -0.01
C  3.662  1.772  0.906  0.09
C  2.766  2.628  0.282  0.08
Re  0.388  -0.644  1.517  1.73
N  0.157  2.057  -2.177  0.10
N  0.497  0.810  -2.664  0.24
C  -0.128  0.659  -3.825  0.10
C  -0.583  1.932  -4.297  0.22
C  -0.323  2.795  -3.217  0.16
H  -0.276  -0.328  -4.257  0.18
H  -0.441  3.861  -3.131  0.18
H  -0.922  2.154  -5.288  0.17
H  0.310  3.697  -0.676  0.16
H  2.882  3.665  0.011  0.18
H  -1.620  3.979  0.777  0.17
H  4.703  1.958  1.149  0.16
H  -3.430  2.556  2.255  0.15
H  3.285  -0.385  1.556  0.14
H  -2.675  -0.087  1.901  0.15
H  1.080  -1.865  -0.646  0.09
C  1.375  -1.967  0.409  -0.16
H  2.472  -1.884  0.467  0.08
H  0.257  -1.369  2.927  0.05
H  1.065  -3.008  0.613  0.11
C  -2.544  -3.447  0.444  0.04
O  -1.377  -2.788  0.947  -0.09
C  -1.100  -1.568  0.361  -0.55
O  -1.577  -1.144  -0.673  0.12
H  -2.379  -3.729  -0.610  0.13
H  -3.394  -2.758  0.553  0.12
H  -2.641  -4.320  1.095  0.14

Output
**Multiplicity**: 4
**HOMO level (spin up / spin down)**: -0.8638 / -0.8376 Ha
**Relative energy (zero: lowest compared OMol25 entry of this formula, charge and spin)**: 0.923 eV
**HOMO-LUMO gap (spin up / spin down)**: 6.550 / 3.302 eV
**Expectation value of S²**: 3.774
**Strongest force on any atom**: 4.88 eV Å⁻¹
**Charge**: +4



No. 2
3 unconnected molecules or ions with the total composition C5H14O3. Source: the Open Molecules 2025 dataset; level of theory: the ωB97M-V functional and the def2-TZVPD basis.

Each line ends with the Löwdin charge.
Element x y z (Å)
C  -2.143  -0.505  2.344  -0.10
C  -1.203  -1.345  1.366  -0.20
C  -0.091  -0.259  1.298  -0.18
C  0.709  0.123  2.277  -0.11
C  1.552  1.395  2.083  -0.26
O  0.628  2.516  2.189  -0.12
H  -3.126  -0.754  2.026  0.04
H  -2.027  0.524  1.959  0.08
H  -1.989  -0.739  3.360  0.06
H  -1.767  -1.563  0.503  0.06
H  -0.677  -2.297  1.851  0.14
H  -0.114  0.167  0.273  0.13
H  0.895  -0.530  3.214  0.14
H  2.097  1.556  1.197  0.09
H  2.443  1.561  2.689  0.10
H  0.446  2.561  3.195  0.12
O  2.393  1.440  -5.141  0.01
H  2.114  0.944  -5.808  -0.05
H  2.985  0.965  -4.568  0.04
O  -1.777  -3.122  -4.320  -0.02
H  -2.261  -2.403  -4.557  -0.03
H  -1.914  -3.123  -3.365  0.04

Output
**HOMO level**: -0.3366 Ha
**SMILES**: CC/C=C/CO.O.O
**Relative energy (zero: lowest compared OMol25 entry of this formula, charge and spin)**: 2.794 eV
**HOMO-LUMO gap**: 9.668 eV
**Strongest force on any atom**: 6.06 eV Å⁻¹



No. 3
A molecular structure, C59H78F5Ge2NOP2S2Ti. Source: the Open Molecules 2025 dataset; level of theory: the ωB97M-V functional and the def2-TZVPD basis.

Each line ends with the Löwdin charge.
Element x y z (Å)
Ti  -0.224  -0.601  0.194  0.66
C  0.007  -0.005  5.579  -0.09
C  0.506  0.086  4.138  -0.50
C  2.018  -0.181  4.063  -0.12
P  -0.430  -0.897  2.861  1.09
C  -0.683  -2.638  3.441  -0.52
C  0.622  -3.202  4.018  -0.11
C  -1.861  -3.007  4.334  -0.10
C  -2.019  0.005  2.949  -0.31
C  -2.850  -0.008  4.070  -0.07
C  -3.959  0.816  4.192  -0.27
C  -4.896  0.716  5.369  -0.05
C  -4.148  1.756  3.188  -0.03
C  -3.325  1.804  2.078  -0.02
C  -2.292  0.879  1.886  -0.31
N  -1.462  0.858  0.736  -0.15
C  -1.775  1.803  -0.318  -0.33
C  -3.057  1.949  -0.827  -0.04
C  -3.358  2.918  -1.770  -0.03
C  -2.371  3.737  -2.292  -0.28
C  -2.672  4.763  -3.357  -0.04
C  -1.076  3.562  -1.821  -0.05
C  -0.772  2.644  -0.821  -0.34
P  0.881  2.402  -0.107  1.12
C  1.893  3.670  -1.026  -0.52
C  1.611  5.153  -0.767  -0.11
C  3.387  3.398  -0.835  -0.12
C  0.594  3.079  1.621  -0.52
C  1.922  3.300  2.344  -0.11
C  -0.345  4.271  1.785  -0.09
H  0.720  0.502  6.236  0.08
H  -0.077  -1.043  5.917  0.07
H  -0.959  0.479  5.705  0.07
H  0.347  1.106  3.786  0.09
H  2.286  -1.119  4.554  0.07
H  2.565  0.624  4.564  0.08
H  2.349  -0.220  3.025  0.02
H  -0.868  -3.109  2.481  0.03
H  0.758  -2.902  5.061  0.07
H  1.500  -2.875  3.456  0.04
H  0.592  -4.295  3.991  0.09
H  -1.744  -2.634  5.357  0.07
H  -1.915  -4.099  4.383  0.09
H  -2.806  -2.654  3.926  0.06
H  -2.621  -0.675  4.892  0.08
H  -4.502  0.044  6.131  0.07
H  -5.870  0.331  5.056  0.08
H  -5.065  1.693  5.828  0.08
H  -4.951  2.483  3.277  0.12
H  -3.498  2.582  1.352  0.10
H  -3.834  1.299  -0.477  0.10
H  -4.382  3.008  -2.125  0.12
H  -3.748  4.867  -3.506  0.08
H  -2.223  4.478  -4.314  0.08
H  -2.268  5.742  -3.088  0.08
H  -0.290  4.174  -2.250  0.10
H  1.665  3.438  -2.070  0.08
H  2.044  5.472  0.185  0.07
H  0.549  5.397  -0.754  0.06
H  2.082  5.749  -1.556  0.08
H  3.706  3.625  0.186  0.06
H  3.973  4.025  -1.517  0.09
H  3.634  2.361  -1.047  0.04
H  0.109  2.229  2.095  0.05
H  2.438  4.195  1.985  0.06
H  2.591  2.442  2.213  0.05
H  1.750  3.428  3.419  0.08
H  0.093  5.195  1.399  0.06
H  -0.559  4.421  2.850  0.08
H  -1.298  4.109  1.278  0.07
C  8.283  1.915  -0.120  -0.04
C  6.947  1.219  -0.099  -0.25
C  6.580  0.339  -1.113  -0.02
C  5.359  -0.325  -1.074  -0.08
C  4.505  -0.099  -0.007  -0.41
C  4.834  0.796  1.003  -0.07
C  6.047  1.451  0.947  -0.02
S  3.107  -1.180  0.083  0.96
C  3.704  -2.166  1.455  -0.19
O  1.934  -0.388  0.656  -0.66
H  8.886  1.587  -0.967  0.08
H  8.841  1.707  0.796  0.09
H  8.157  2.998  -0.187  0.09
H  7.256  0.165  -1.943  0.12
H  5.074  -1.012  -1.867  0.11
H  4.135  0.984  1.814  0.10
H  6.311  2.152  1.735  0.13
H  3.973  -1.495  2.271  0.06
H  4.570  -2.739  1.115  0.08
H  2.890  -2.827  1.749  0.01
C  -0.419  -3.919  -3.738  -0.24
Ge  0.651  -2.262  -3.704  0.72
C  2.494  -2.845  -3.263  -0.25
C  0.811  -1.749  -5.595  -0.24
Ge  -0.218  -0.361  -2.399  0.85
C  1.002  0.911  -3.340  -0.36
C  0.693  1.701  -4.454  -0.11
C  1.681  2.396  -5.148  -0.08
C  3.013  2.303  -4.760  -0.09
C  3.347  1.522  -3.661  -0.10
C  2.349  0.851  -2.965  -0.17
C  -1.995  -0.343  -3.284  -0.34
C  -2.757  -1.514  -3.170  -0.15
C  -4.019  -1.619  -3.741  -0.09
C  -4.557  -0.545  -4.443  -0.09
C  -3.823  0.628  -4.560  -0.09
C  -2.559  0.725  -3.983  -0.12
H  0.218  -4.738  -4.086  0.02
H  -1.249  -3.796  -4.440  0.02
H  -0.835  -4.192  -2.762  0.00
H  2.719  -3.726  -3.873  0.02
H  2.627  -3.112  -2.210  -0.02
H  3.209  -2.055  -3.525  0.00
H  1.100  -2.633  -6.173  0.02
H  1.571  -0.972  -5.730  0.01
H  -0.141  -1.371  -5.985  0.02
H  -0.329  1.767  -4.807  0.08
H  1.409  2.999  -6.009  0.10
H  3.784  2.822  -5.320  0.10
H  4.384  1.434  -3.350  0.10
H  2.624  0.248  -2.110  0.05
H  -2.364  -2.362  -2.618  0.06
H  -4.588  -2.538  -3.629  0.11
H  -5.540  -0.624  -4.894  0.10
H  -4.235  1.478  -5.096  0.10
H  -2.024  1.663  -4.066  0.07
F  -8.231  -2.937  1.255  0.13
C  -6.935  -2.718  1.066  -0.16
C  -5.995  -3.512  1.682  -0.15
F  -6.393  -4.513  2.469  0.12
C  -4.650  -3.271  1.491  -0.24
F  -3.795  -4.083  2.118  0.08
C  -4.168  -2.240  0.685  -0.44
S  -2.439  -2.105  0.454  0.79
C  -5.154  -1.474  0.072  -0.23
F  -4.822  -0.488  -0.749  0.09
C  -6.507  -1.694  0.255  -0.15
F  -7.400  -0.914  -0.353  0.12
C  1.598  -4.643  0.847  -0.08
C  0.393  -4.252  0.000  -0.46
C  -0.853  -4.989  0.492  -0.10
C  0.256  -2.732  -0.234  -0.34
H  1.625  -5.729  0.974  0.09
H  1.547  -4.199  1.843  0.04
H  2.540  -4.352  0.366  0.07
H  0.593  -4.655  -0.999  0.11
H  -1.055  -4.800  1.549  0.06
H  -0.703  -6.068  0.371  0.08
H  -1.741  -4.702  -0.070  0.05
H  1.206  -2.425  -0.689  -0.04
H  -0.481  -2.668  -1.040  -0.06

Output
**HOMO level**: -0.2622 Ha
**Relative energy (zero: lowest compared OMol25 entry of this formula, charge and spin)**: 0.000 eV
**HOMO-LUMO gap**: 6.690 eV
**Strongest force on any atom**: 1.32 eV Å⁻¹



No. 4
A molecular structure, C21H23BF4N5S2TeZr. Source: the Open Molecules 2025 dataset; level of theory: the ωB97M-V functional and the def2-TZVPD basis.

Each line ends with the Löwdin charge.
Element x y z (Å)
Zr  8.083  9.000  9.035  1.81
C  7.795  12.796  10.310  -0.07
C  6.955  11.772  10.954  -0.61
N  6.900  10.466  10.630  -0.03
C  6.069  9.749  11.564  -0.29
C  5.524  10.597  12.510  -0.26
S  5.995  12.271  12.297  1.20
C  6.002  8.312  11.498  -0.28
C  5.263  7.487  12.347  -0.29
S  5.716  5.841  12.223  1.19
C  6.834  6.270  10.967  -0.60
N  6.792  7.559  10.539  -0.06
C  7.790  5.198  10.573  -0.07
H  8.265  12.386  9.380  0.07
H  8.642  13.006  10.988  0.12
H  7.182  13.715  10.073  0.12
H  4.856  10.247  13.277  0.09
H  4.484  7.829  13.038  0.11
H  7.261  4.253  10.680  0.09
H  8.648  5.199  11.282  0.12
H  8.152  5.322  9.534  0.07
C  12.868  6.650  7.140  0.02
C  11.752  6.150  7.810  -0.03
C  10.632  6.913  7.951  -0.01
C  10.596  8.244  7.439  -0.25
C  11.777  8.782  6.848  0.05
C  12.908  7.968  6.698  0.01
N  9.415  8.985  7.470  -0.13
N  9.488  10.162  6.664  0.18
C  8.313  10.780  6.620  -0.34
C  8.036  11.784  5.647  0.06
C  6.823  12.417  5.585  0.05
C  5.872  12.058  6.584  0.01
C  6.141  11.097  7.497  -0.13
N  7.380  10.518  7.601  -0.10
H  13.729  6.012  6.947  0.14
H  11.750  5.093  8.152  0.15
H  9.792  6.530  8.524  0.09
H  11.695  9.807  6.464  0.13
H  13.771  8.292  6.104  0.14
H  8.878  12.050  5.011  0.14
H  6.541  13.190  4.839  0.16
H  4.856  12.422  6.638  0.14
H  5.421  10.770  8.236  0.12
C  7.230  7.271  5.048  -0.35
Te  6.169  7.408  6.933  1.26
C  5.846  5.271  7.360  -0.31
H  7.077  6.273  4.658  0.02
H  8.290  7.478  5.188  0.00
H  6.731  7.997  4.399  0.02
H  5.137  4.926  6.626  0.02
H  5.480  5.175  8.376  0.01
H  6.807  4.824  7.237  0.00
F  9.329  10.554  9.835  -0.08
B  9.947  9.742  10.990  -1.14
F  9.219  8.449  10.755  -0.03
F  9.784  10.244  12.187  0.31
F  11.194  9.507  10.566  0.25

Output
**HOMO level (spin up / spin down)**: -0.6135 / -0.6135 Ha
**HOMO-LUMO gap (spin up / spin down)**: 4.464 / 4.462 eV
**Strongest force on any atom**: 6.56 eV Å⁻¹
**Charge**: +3



No. 5
A molecular structure, C21H45MnO2P3. Source: the Open Molecules 2025 dataset; level of theory: the ωB97M-V functional and the def2-TZVPD basis.

Each line ends with the Löwdin charge.
Element x y z (Å)
Mn  0.556  0.969  -3.619  0.40
P  1.610  0.796  -0.102  0.97
P  -1.062  1.717  -1.909  0.89
P  2.311  -0.596  -3.050  0.85
H  -1.902  -0.943  0.698  0.03
C  -1.642  -1.754  -0.016  -0.05
C  -0.425  -2.363  0.008  -0.07
H  0.287  -2.334  0.865  0.07
C  0.799  0.980  1.543  -0.20
C  2.331  2.493  -0.319  -0.20
C  3.090  -0.097  0.513  -0.22
C  -2.836  1.404  -2.281  -0.19
C  -1.333  2.788  -0.424  -0.18
C  -0.598  2.969  -3.179  -0.24
C  3.061  -2.151  -2.244  -0.18
C  3.790  0.578  -3.137  -0.22
C  2.214  -1.186  -4.807  -0.24
H  -2.375  -1.951  -0.787  0.05
H  -0.253  -3.194  -0.769  0.08
H  0.173  0.100  1.736  0.04
H  0.141  1.854  1.600  0.04
H  1.575  1.036  2.322  0.09
H  1.542  3.236  -0.489  0.03
H  2.993  2.498  -1.196  0.04
H  2.905  2.760  0.581  0.10
H  2.868  -1.165  0.572  0.06
H  3.323  0.264  1.521  0.09
H  3.959  0.041  -0.132  0.05
H  -3.190  1.943  -3.173  0.08
H  -3.510  1.656  -1.447  0.09
H  -2.972  0.335  -2.456  0.03
H  -2.043  3.618  -0.620  0.11
H  -0.396  3.235  -0.076  0.03
H  -1.748  2.187  0.398  0.05
H  -1.369  3.746  -3.298  0.11
H  -0.496  2.513  -4.190  0.05
H  0.330  3.500  -2.945  0.08
H  3.571  -2.897  -2.902  0.10
H  2.177  -2.632  -1.813  0.03
H  3.751  -1.924  -1.411  0.05
H  4.557  0.392  -3.921  0.09
H  4.322  0.670  -2.178  0.04
H  3.370  1.572  -3.345  0.03
H  3.110  -1.231  -5.450  0.10
H  1.528  -0.495  -5.318  0.02
H  1.733  -2.166  -4.892  0.05
C  -1.359  -1.855  -4.423  -0.30
C  -2.305  -0.849  -4.851  0.08
C  -3.067  -1.058  -5.974  0.06
C  -2.872  -2.277  -6.675  0.17
C  -1.938  -3.271  -6.269  0.06
C  -1.197  -3.067  -5.146  0.10
O  -0.548  -1.732  -3.434  0.05
H  0.011  0.237  -2.466  -0.05
H  -2.334  0.072  -4.271  0.08
H  -3.789  -0.290  -6.278  0.16
H  -3.461  -2.458  -7.561  0.16
H  -1.789  -4.200  -6.828  0.16
H  -0.421  -3.728  -4.729  0.17
C  -3.431  1.255  4.579  -0.12
C  -3.381  -0.281  4.394  -0.12
C  -2.765  -0.502  3.000  -0.20
O  -2.421  0.774  2.400  -0.23
C  -2.899  1.836  3.251  -0.19
H  -4.448  1.598  4.767  0.12
H  -2.785  1.573  5.403  0.12
H  -4.381  -0.721  4.430  0.12
H  -2.755  -0.751  5.156  0.12
H  -1.854  -1.122  3.043  0.11
H  -3.459  -1.019  2.313  0.11
H  -3.695  2.381  2.715  0.12
H  -2.067  2.540  3.412  0.11

Output
**Multiplicity**: 4
**HOMO level (spin up / spin down)**: -0.6648 / -0.6648 Ha
**Relative energy (zero: lowest compared OMol25 entry of this formula, charge and spin)**: 7.201 eV
**HOMO-LUMO gap (spin up / spin down)**: 2.205 / 2.186 eV
**Expectation value of S²**: 4.155
**Strongest force on any atom**: 4.92 eV Å⁻¹
**Charge**: +4



No. 6
3 unconnected molecules or ions with the total composition C3H8O2S. Source: the Open Molecules 2025 dataset; level of theory: the ωB97M-V functional and the def2-TZVPD basis.

Each line ends with the Löwdin charge.
Element x y z (Å)
O  2.418  -0.362  0.882  0.06
C  2.076  0.220  -0.171  -0.27
C  0.853  0.167  -0.852  0.03
C  -0.248  -1.004  -0.718  -0.64
S  -1.970  -0.428  -0.545  0.53
H  2.813  1.031  -0.498  0.14
H  -0.759  -1.393  2.977  0.05
H  0.506  0.935  -1.517  0.10
H  0.063  -1.778  -0.022  0.06
H  -0.301  -1.523  -1.706  0.08
H  -0.889  -0.952  2.378  0.01
H  -0.753  0.882  1.000  -0.14
H  -1.115  2.316  0.636  0.08
O  -0.433  1.741  1.108  -0.10

Output
**HOMO level**: -0.3194 Ha
**Relative energy (zero: lowest compared OMol25 entry of this formula, charge and spin)**: 6.048 eV
**HOMO-LUMO gap**: 5.006 eV
**Strongest force on any atom**: 6.22 eV Å⁻¹